--- w ---
Formula: H16LiO8
Source: OMol25
Level of theory: ωB97M-V with the def2-TZVPD basis set

Last column: Löwdin charge in e.
CARTESIAN COORDINATES (ANGSTROEM)
Li (18.278, -17.711, -13.853)  0.705
O (18.526, -19.367, -15.368)  -0.068
H (18.775, -19.109, -16.257)  0.073
H (18.866, -20.263, -15.226)  0.082
O (21.097, -15.838, -14.915)  -0.014
H (20.899, -16.506, -14.262)  -0.031
H (21.640, -15.220, -14.504)  0.010
O (18.317, -16.042, -12.372)  -0.079
H (19.228, -16.000, -12.058)  0.044
H (17.956, -15.265, -11.882)  0.094
O (18.175, -16.577, -15.688)  -0.062
H (17.373, -17.002, -16.046)  0.062
H (18.259, -15.795, -16.193)  0.048
O (17.837, -19.557, -12.355)  -0.045
H (18.520, -20.008, -12.837)  0.018
H (18.236, -19.475, -11.473)  0.073
O (20.290, -18.022, -13.320)  -0.082
H (21.116, -18.444, -13.657)  0.120
H (20.345, -18.194, -12.394)  0.053
O (15.680, -19.846, -15.500)  -0.003
H (15.658, -20.394, -14.758)  0.010
H (16.349, -19.239, -15.279)  -0.054
O (16.223, -17.589, -13.868)  -0.072
H (15.642, -18.198, -13.412)  0.070
H (15.947, -16.787, -13.471)  0.048

HOMO-LUMO gap: 10.43 eV
HOMO energy: -14.047 eV
LUMO energy: -3.613 eV
total charge: +1

=====

--- x ---
Formula: H16LiO8
Source: OMol25
Level of theory: ωB97M-V with the def2-TZVPD basis set

Last column: Löwdin charge in e.
CARTESIAN COORDINATES (ANGSTROEM)
Li (-0.445, 21.807, 5.809)  0.698
O (1.455, 22.177, 6.220)  -0.074
H (2.231, 21.692, 6.448)  0.052
H (1.621, 22.997, 6.686)  0.070
O (-3.596, 22.851, 7.703)  -0.057
H (-2.812, 22.352, 7.449)  -0.034
H (-3.671, 22.930, 8.665)  0.046
O (0.212, 21.680, 3.660)  -0.064
H (0.634, 20.857, 3.407)  0.061
H (-0.604, 21.619, 3.180)  0.039
O (1.679, 20.281, 8.567)  -0.020
H (2.099, 21.087, 8.809)  0.031
H (0.830, 20.495, 8.181)  -0.025
O (-2.390, 20.938, 5.523)  -0.062
H (-2.428, 20.122, 6.010)  0.051
H (-2.342, 20.607, 4.613)  0.065
O (-0.905, 21.718, 7.946)  -0.078
H (-0.754, 22.580, 8.332)  0.078
H (-1.101, 21.193, 8.741)  0.101
O (0.229, 19.602, 5.992)  -0.045
H (-0.157, 18.920, 5.441)  0.068
H (0.724, 19.174, 6.663)  0.030
O (-0.939, 23.854, 5.047)  -0.042
H (-0.196, 24.452, 5.014)  0.058
H (-1.548, 24.140, 4.387)  0.053

HOMO-LUMO gap: 10.58 eV
HOMO energy: -14.002 eV
LUMO energy: -3.421 eV
total charge: +1

=====

Of them, the most stable is x and the least stable is w.

=====

--- w ---
Formula: C4H7ClO2S
Source: OMol25
Level of theory: ωB97M-V with the def2-TZVPD basis set

Last column: Löwdin charge in e.
CARTESIAN COORDINATES (ANGSTROEM)
C (-1.290, 0.326, 0.276)  -0.632
C (-0.244, -0.047, -0.830)  -0.695
C (1.234, 0.359, -0.397)  -0.491
C (0.963, 1.834, 0.107)  -0.013
H (-1.844, 0.338, 2.862)  -0.051
H (-2.457, 0.366, -0.129)  0.132
H (-1.052, 1.527, 0.353)  0.103
H (-0.549, 0.375, -1.838)  0.110
H (1.967, 0.117, -1.240)  0.175
H (1.473, -0.055, 1.442)  0.096
H (1.269, 2.071, 1.466)  0.234
O (1.893, -0.352, 0.544)  -0.076
O (0.506, 2.740, -0.980)  -0.146
S (-1.215, -0.552, 1.845)  0.658
Cl (-0.149, -1.756, -1.405)  0.595

HOMO-LUMO gap: 8.68 eV
HOMO energy: -9.687 eV
LUMO energy: -1.007 eV

=====

--- x ---
Formula: C4H7ClO2S
Source: OMol25
Level of theory: ωB97M-V with the def2-TZVPD basis set

Last column: Löwdin charge in e.
CARTESIAN COORDINATES (ANGSTROEM)
C (-1.597, -0.351, 0.643)  -0.388
C (-0.622, 0.604, -0.026)  -0.093
C (-2.904, -0.237, 1.194)  -0.589
C (2.125, -0.004, -0.649)  -0.161
O (0.198, 0.073, -2.472)  -0.334
O (0.249, -1.781, -0.764)  -0.364
S (0.467, -0.369, -1.123)  0.609
Cl (-3.175, -1.146, 2.549)  0.705
H (-1.813, -0.826, -0.275)  0.108
H (-0.988, -1.172, 1.087)  0.113
H (-1.055, 1.428, -0.662)  0.096
H (-3.609, 0.523, 0.935)  0.067
H (2.088, 0.793, 0.048)  0.035
H (2.569, -0.951, -0.174)  0.098
H (2.811, 0.316, -1.505)  0.097

HOMO-LUMO gap (spin up / spin down): 7.01 / 9.19 eV
HOMO energy (spin up / spin down): -8.087 / -9.263 eV
LUMO energy (spin up / spin down): -1.076 / -0.075 eV

=====

Of them, the most stable is x and the least stable is w.

=====

--- w ---
Formula: C4H17NO6
Source: OMol25
Level of theory: ωB97M-V with the def2-TZVPD basis set

Last column: Löwdin charge in e.
CARTESIAN COORDINATES (ANGSTROEM)
C (-0.305, 1.880, -1.477)  -0.329
N (-1.018, 2.413, -0.446)  0.066
C (-1.753, 0.633, 1.009)  -0.052
C (-0.901, 1.862, 0.890)  -0.365
C (0.532, 1.607, 1.375)  -0.181
O (0.662, 1.974, 2.785)  -0.075
O (0.680, 1.179, -1.390)  0.022
H (-0.683, 2.119, -2.490)  0.137
H (-1.586, 3.239, -0.490)  0.139
H (-2.783, 0.822, 0.610)  0.098
H (-1.872, 0.180, 1.993)  0.088
H (-1.297, -0.171, 0.401)  0.074
H (-1.260, 2.607, 1.648)  0.146
H (0.740, 0.510, 1.325)  0.107
H (1.351, 2.079, 0.885)  0.104
H (-0.065, 2.563, 3.001)  0.060
H (-1.711, -2.875, 2.250)  0.030
H (-0.092, -2.611, 1.974)  -0.019
O (-0.789, -3.026, 2.480)  -0.076
H (3.024, -2.549, -1.386)  0.070
H (2.139, -2.947, -2.642)  0.057
O (2.179, -2.912, -1.677)  -0.042
H (1.259, -0.454, -4.236)  0.040
H (0.913, -0.963, -2.801)  0.002
O (0.725, -1.079, -3.739)  -0.061
H (0.848, -2.511, -0.577)  0.006
H (0.732, -1.385, 0.541)  0.022
O (0.329, -2.185, 0.180)  -0.070

HOMO-LUMO gap: 10.68 eV
HOMO energy: -10.283 eV
LUMO energy: 0.400 eV
SMILES: C[C@@H](CO)NC=O.O.O.O.O

=====

--- x ---
Formula: C4H17NO6
Source: OMol25
Level of theory: ωB97M-V with the def2-TZVPD basis set

Last column: Löwdin charge in e.
CARTESIAN COORDINATES (ANGSTROEM)
C (-0.095, -1.791, -1.646)  -0.085
C (-1.567, -1.683, -1.289)  -0.472
C (-1.895, -1.850, 0.109)  -0.075
O (-2.011, -0.460, -1.802)  -0.042
C (0.666, -0.803, -0.982)  -0.476
N (0.982, 0.470, -1.434)  0.218
O (0.723, -0.930, 0.229)  -0.032
H (0.236, -2.809, -1.593)  0.134
H (-0.318, -1.656, -2.755)  0.150
H (-2.269, -2.396, -2.023)  0.201
H (-2.669, -2.626, 0.396)  0.103
H (-1.007, -2.073, 0.743)  0.085
H (-2.241, -0.961, 0.743)  0.105
H (-2.237, 0.204, -1.152)  0.088
H (1.254, 0.635, -2.368)  0.097
H (1.489, 1.048, -0.734)  0.080
H (-1.254, 2.977, 0.601)  0.088
H (-0.198, 2.311, 1.619)  -0.032
O (-0.341, 2.984, 0.968)  -0.057
H (-0.569, 0.382, 3.087)  0.110
H (-0.044, 0.266, 1.560)  0.037
O (-0.031, 0.840, 2.371)  -0.076
H (1.180, 2.810, 0.382)  -0.021
H (2.567, 2.859, 0.797)  0.041
O (2.075, 2.789, -0.016)  -0.073
H (2.960, 0.331, 1.062)  -0.063
H (1.857, -0.633, 1.403)  0.036
O (2.755, -0.235, 1.728)  -0.069

HOMO-LUMO gap: 10.56 eV
HOMO energy: -10.263 eV
LUMO energy: 0.295 eV
SMILES: C[C@@H](O)CC(N)=O.O.O.O.O

=====

Of them, the most stable is w and the least stable is x.

=====

--- w ---
Formula: C5H20O5
Source: OMol25
Level of theory: ωB97M-V with the def2-TZVPD basis set

Last column: Löwdin charge in e.
CARTESIAN COORDINATES (ANGSTROEM)
C (1.550, -1.415, 7.096)  -0.133
O (0.701, -1.676, 5.945)  -0.150
H (2.300, -0.651, 6.890)  0.072
H (0.842, -1.148, 7.881)  0.071
H (1.981, -2.381, 7.358)  0.076
H (0.220, -0.910, 5.622)  0.065
C (0.772, -3.837, -5.957)  -0.161
O (-0.023, -4.796, -5.255)  -0.127
H (0.842, -2.913, -5.383)  0.070
H (1.807, -4.173, -5.905)  0.072
H (0.470, -3.756, -7.001)  0.079
H (-0.908, -4.749, -5.624)  0.066
C (3.630, 2.140, -4.267)  -0.207
O (3.589, 1.787, -2.935)  -0.100
H (3.723, 3.209, -4.460)  0.078
H (4.352, 1.566, -4.849)  0.080
H (2.656, 2.019, -4.741)  0.070
H (3.670, 2.593, -2.420)  0.080
C (-1.606, -0.078, -0.839)  -0.212
O (-0.638, 0.495, -0.061)  -0.102
H (-1.909, 0.566, -1.665)  0.069
H (-1.222, -0.882, -1.467)  0.078
H (-2.463, -0.320, -0.210)  0.085
H (0.181, 0.428, -0.557)  0.081
C (-4.290, 3.430, 3.913)  -0.182
O (-3.472, 2.319, 4.151)  -0.119
H (-3.736, 4.312, 3.592)  0.073
H (-4.928, 3.114, 3.088)  0.075
H (-4.905, 3.707, 4.769)  0.080
H (-3.187, 2.000, 3.292)  0.073

HOMO-LUMO gap: 10.60 eV
HOMO energy: -10.168 eV
LUMO energy: 0.428 eV
SMILES: CO.CO.CO.CO.CO

=====

--- x ---
Formula: C5H20O5
Source: OMol25
Level of theory: ωB97M-V with the def2-TZVPD basis set

Last column: Löwdin charge in e.
CARTESIAN COORDINATES (ANGSTROEM)
C (9.988, -23.707, 2.001)  -0.116
O (8.662, -23.362, 1.607)  -0.174
H (10.667, -23.580, 1.157)  0.075
H (10.282, -23.024, 2.799)  0.087
H (10.032, -24.714, 2.423)  0.081
H (8.431, -23.810, 0.760)  0.052
C (11.299, -26.356, -1.182)  -0.167
O (12.317, -27.260, -0.770)  -0.118
H (11.406, -25.434, -0.605)  0.064
H (11.488, -26.127, -2.229)  0.076
H (10.288, -26.745, -1.068)  0.077
H (11.971, -27.883, -0.128)  0.072
C (6.405, -25.683, 2.389)  -0.175
O (7.474, -25.479, 3.281)  -0.120
H (6.663, -25.548, 1.332)  0.060
H (6.014, -26.699, 2.494)  0.078
H (5.546, -25.037, 2.624)  0.082
H (7.729, -24.550, 3.185)  0.052
C (8.886, -23.784, -1.911)  -0.103
O (8.218, -24.517, -0.861)  -0.146
H (9.277, -24.489, -2.655)  0.076
H (8.138, -23.178, -2.420)  0.087
H (9.745, -23.240, -1.536)  0.086
H (7.351, -24.739, -1.210)  0.091
C (7.614, -19.839, 2.126)  -0.179
O (8.263, -20.639, 1.166)  -0.147
H (6.538, -20.030, 2.081)  0.072
H (7.964, -20.034, 3.143)  0.074
H (7.801, -18.795, 1.894)  0.072
H (8.327, -21.577, 1.442)  0.032

HOMO-LUMO gap: 10.07 eV
HOMO energy: -9.699 eV
LUMO energy: 0.369 eV
SMILES: CO.CO.CO.CO.CO

=====

--- y ---
Formula: C5H20O5
Source: OMol25
Level of theory: ωB97M-V with the def2-TZVPD basis set

Last column: Löwdin charge in e.
CARTESIAN COORDINATES (ANGSTROEM)
C (3.827, 3.259, -1.092)  -0.156
O (3.141, 3.340, 0.154)  -0.127
H (3.493, 2.392, -1.675)  0.072
H (3.683, 4.156, -1.698)  0.077
H (4.892, 3.127, -0.919)  0.077
H (2.278, 3.720, -0.029)  0.069
C (-2.029, -3.273, 0.341)  -0.174
O (-1.737, -3.964, -0.854)  -0.113
H (-1.143, -2.795, 0.773)  0.065
H (-2.699, -2.443, 0.105)  0.064
H (-2.550, -3.861, 1.101)  0.079
H (-1.124, -4.675, -0.655)  0.076
C (1.978, 1.492, 3.339)  -0.157
O (1.788, 0.312, 4.114)  -0.125
H (1.303, 2.250, 3.731)  0.078
H (3.001, 1.863, 3.438)  0.078
H (1.770, 1.334, 2.279)  0.058
H (2.119, -0.436, 3.612)  0.068
C (0.315, -0.412, -0.259)  -0.171
O (1.392, 0.409, -0.665)  -0.120
H (0.254, -0.516, 0.832)  0.069
H (-0.656, -0.041, -0.604)  0.075
H (0.474, -1.399, -0.688)  0.077
H (1.196, 1.326, -0.455)  0.058
C (-3.935, -1.105, -2.533)  -0.159
O (-4.852, -0.018, -2.470)  -0.123
H (-3.108, -0.960, -1.828)  0.058
H (-4.406, -2.061, -2.297)  0.078
H (-3.526, -1.103, -3.538)  0.080
H (-5.140, 0.082, -1.560)  0.069

HOMO-LUMO gap: 10.77 eV
HOMO energy: -10.313 eV
LUMO energy: 0.461 eV
SMILES: CO.CO.CO.CO.CO

=====

Of them, the most stable is x and the least stable is w.

=====

--- w ---
Formula: C6H7IO
Source: OMol25
Level of theory: ωB97M-V with the def2-TZVPD basis set

Last column: Löwdin charge in e.
CARTESIAN COORDINATES (ANGSTROEM)
C (-1.142, 0.538, -3.371)  0.184
C (-1.301, 0.475, -2.181)  -0.082
C (-1.627, 0.405, -0.796)  -0.468
C (0.879, -0.155, -0.324)  -0.156
C (-0.697, 0.205, 1.636)  -0.151
C (-0.316, 0.584, 0.231)  -0.820
O (-2.730, 0.279, -0.350)  0.113
I (0.022, 2.750, 0.096)  0.857
H (-0.987, 0.612, -4.406)  0.036
H (0.640, -1.218, -0.405)  0.095
H (1.744, -0.042, 0.328)  0.082
H (1.149, 0.210, -1.316)  0.063
H (0.063, 0.532, 2.345)  0.076
H (-0.793, -0.879, 1.712)  0.092
H (-1.650, 0.652, 1.910)  0.077

HOMO-LUMO gap: 9.34 eV
HOMO energy: -9.492 eV
LUMO energy: -0.154 eV
SMILES: C#CC(=O)C(C)(C)I

=====

--- x ---
Formula: C6H7IO
Source: OMol25
Level of theory: ωB97M-V with the def2-TZVPD basis set

Last column: Löwdin charge in e.
CARTESIAN COORDINATES (ANGSTROEM)
C (1.142, -0.373, 1.021)  -0.120
C (1.516, -0.134, -0.248)  -0.100
C (-0.164, -0.156, 1.612)  -0.194
C (0.686, 0.294, -1.357)  -0.188
C (-1.095, 0.687, 1.164)  0.027
C (-0.580, -0.075, -1.569)  -0.861
O (-1.311, -0.981, -0.909)  -0.066
I (-1.695, 0.714, -3.184)  0.877
H (1.896, -0.735, 1.708)  0.098
H (2.563, -0.233, -0.499)  0.101
H (-0.360, -0.722, 2.515)  0.100
H (1.160, 0.947, -2.075)  0.091
H (-0.935, 1.349, 0.334)  0.068
H (-2.030, 0.803, 1.686)  0.069
H (-0.793, -1.384, -0.198)  0.097

HOMO-LUMO gap: 8.59 eV
HOMO energy: -8.286 eV
LUMO energy: 0.307 eV
SMILES: C=C/C=C\C=C(/O)I

=====

Of them, the most stable is x and the least stable is w.